Entry 1:
ORCA calculation (the ωB97M-V functional and the def2-TZVPD basis) on a structure of composition C27H64N8O11SZn at a distorted geometry.

Output
ΔE to the lowest compared entry with this formula, charge and spin (kJ/mol): 0.00

Geometry (Å):
H: 0.9321 -5.5947 0.6443
H: -1.5782 -3.6865 4.4288
C: -3.0113 -0.1122 2.7572
C: -1.7331 -4.5057 3.7220
O: 1.3547 -1.4162 0.4487
O: -0.6733 -0.1179 -0.0851
C: 2.0336 -2.5203 4.1599
H: -0.8814 -0.5380 2.9742
C: -1.5775 0.3006 2.9914
H: -3.6432 -5.0743 -1.4131
H: -5.3903 -2.0539 -2.3626
H: -5.2673 -1.2633 2.2834
H: -0.0280 7.5287 -1.7935
H: -1.7234 -5.4459 4.2694
C: 2.7763 -3.7838 -2.0579
H: -4.0800 1.4369 0.9417
H: -4.5884 -2.8368 1.9958
H: 4.4712 -2.7674 1.8439
H: 1.9374 3.5226 -4.9281
H: 2.4634 4.7717 -3.1516
H: -2.7449 -4.4382 3.3063
H: 2.5680 -0.1144 -1.0929
H: -0.7252 3.4888 0.4197
O: 0.8059 0.6310 -2.7846
H: -4.6662 -4.1062 -0.3513
N: 2.2350 -1.4113 3.2416
H: 3.6494 0.8535 1.9350
H: -1.7731 4.1993 -2.7139
H: 2.5665 -2.8715 -2.6233
H: -2.6586 0.7470 0.1043
H: 5.2073 -1.5381 0.8227
C: 0.3454 -5.3119 2.7211
C: -2.7732 3.7789 -2.6264
C: 4.8551 -2.5755 0.8378
H: -3.4424 4.4906 -2.1455
H: -4.3212 0.3979 -0.4328
O: -2.7518 -1.1387 -2.0113
H: 2.8564 -4.6011 -2.7693
H: 0.4222 2.3046 1.0276
H: -0.6756 5.4602 0.3663
H: 3.4598 4.1415 -1.8743
H: 1.8823 -3.9585 -1.4525
H: 1.8502 6.7563 -1.7654
H: -4.7453 -3.6160 -2.8139
C: 4.0054 -3.6498 -1.1948
C: -4.5122 -2.5547 -2.7792
S: -0.0218 -1.4764 -0.0414
H: 2.7709 6.0577 -0.4055
C: 0.2125 2.9707 0.1956
O: -1.9337 1.5993 -2.1953
H: 1.8660 0.7083 1.9031
C: -3.6537 1.1610 -0.0224
H: 0.6345 6.6033 0.5459
H: -0.8198 -3.8221 1.9451
N: -3.1845 -1.2862 2.0951
H: -4.3228 -2.1751 -3.7775
H: 2.5216 -3.4143 3.7690
Zn: -0.8987 -0.1383 -2.0979
C: 1.3031 -5.1393 1.5654
H: 3.3667 2.1519 -3.6937
C: 1.4253 2.7105 -4.4187
C: 3.0350 0.2963 -1.9897
H: -1.4543 6.4677 -1.6922
C: 1.9942 1.0010 -2.7989
H: 0.0327 2.4050 -0.7161
H: 2.6618 1.8284 3.0232
H: 0.9642 -2.7421 4.2183
O: -0.8469 -2.3979 0.7573
H: 3.4307 -0.5535 -2.5493
O: 3.3017 -0.0394 4.7034
O: 0.5817 -6.0817 3.6329
H: -2.1153 -2.8450 -0.4509
H: -4.6783 -1.6672 0.6530
H: 2.2109 3.5026 -0.3927
H: -1.1741 7.7167 -0.4971
H: -3.1332 3.5864 -3.6380
C: 0.0668 6.0175 -0.2032
H: 5.6984 -3.2332 0.6583
H: 1.6375 4.3786 1.0044
H: 2.2439 -5.6034 1.8410
H: 3.8294 5.7303 -2.6245
C: 1.3265 3.9987 0.0087
C: -3.3251 -2.2419 -1.9117
C: -4.4893 -1.7789 1.7266
C: 2.8145 -0.2359 3.5970
O: -0.0532 -1.8912 -1.5014
H: 2.3995 -2.2622 5.1437
H: 0.9271 2.0598 -5.1342
H: -4.1699 3.1306 -0.6449
H: -1.3029 1.0255 2.2247
N: 0.9675 5.1013 -0.8771
C: 2.1598 5.8278 -1.3018
C: -2.7371 2.4819 -1.8767
H: -2.3911 -1.6791 1.6062
C: -0.6731 6.9682 -1.1210
N: -3.6236 2.3268 -0.8966
H: 1.8678 -1.5062 2.3045
C: 2.7398 0.8590 2.5385
H: 1.4410 -4.0779 1.3349
N: -0.7619 -4.5156 2.6791
H: 0.6693 3.1686 -3.7759
C: 3.0424 5.0658 -2.2659
O: -3.9553 0.5872 3.1143
O: 5.0437 -4.2465 -1.4221
H: 2.9387 -2.3562 -0.0348
C: -3.6315 -4.3434 -0.6050
N: 3.8386 -2.8052 -0.1482
N: 2.3794 1.9943 -3.5985
H: 3.8583 0.9452 -1.6919
H: -1.5086 0.7992 3.9558
N: -2.9220 -3.1282 -1.0144
H: -3.1338 -4.7573 0.2623

---

Entry 2:
ORCA calculation (the ωB97M-V functional and the def2-TZVPD basis) on a cluster of 8 separate species, C27H65ClN7O9 in total at a distorted geometry.

Output
Charge: -1
ΔE to the lowest compared entry with this formula, charge and spin (kJ/mol): 45.23

Geometry (Å):
H: -1.0769 -1.1288 -2.4681
C: 3.5085 0.1079 2.2401
C: 1.4708 2.3072 4.3707
C: -0.5203 1.4824 -3.7662
O: -3.4946 -4.6828 1.3824
H: -1.2110 -4.8626 -1.7045
H: -6.2174 2.4408 -1.3645
C: -2.4369 4.2943 6.6194
H: 3.2429 -0.7041 -3.4941
H: 3.9230 -0.7392 -5.9063
H: -2.3186 2.5628 5.2749
N: 0.1074 2.6528 -3.1679
N: -4.9489 1.1610 -2.1706
N: -1.7643 -3.1113 -2.6480
H: 1.5506 3.2751 3.8685
H: 4.6456 2.0815 3.8081
H: -2.0698 4.4944 7.6315
C: 3.7747 -2.6412 -1.3236
H: 1.6852 1.5219 -2.4442
H: -2.7937 -3.2008 0.1685
H: 3.5289 -4.3480 -3.6781
O: 0.0275 0.4264 1.3214
H: 1.3987 3.9300 6.2412
C: -0.8284 -3.8535 -1.8321
C: 5.6506 -4.5932 -3.8997
C: 3.0970 -1.3651 -5.5640
C: 0.0996 2.0560 5.0335
H: 3.6205 -3.7209 -1.2478
H: 2.5179 -0.1460 1.8716
C: 4.3484 -3.7919 -4.1646
O: -7.1304 0.6061 -1.8095
H: 5.6358 2.1521 2.2920
O: 0.8775 -0.4232 -0.6911
H: -4.1098 -1.5403 -0.7320
H: 4.3808 3.3493 2.6529
H: 1.4566 3.2422 8.7171
H: -3.5074 4.1649 6.8049
C: -3.0539 -3.5352 -2.7761
H: -0.0431 2.4109 8.5076
H: 0.2838 1.2003 5.6953
H: -3.6956 -0.4113 -2.5444
H: -3.9246 -0.6523 0.8002
H: -0.3691 -2.0251 -3.7842
C: -4.6510 -0.0444 -2.9324
H: 5.8878 -5.1579 -4.8064
C: -3.5646 -3.6015 0.8452
H: -5.3214 -1.7635 2.8091
N: -4.4917 -2.6395 1.0755
H: -2.0101 -1.5265 -3.9849
H: 4.1199 -2.4230 -0.3092
H: 5.6639 -5.4002 -3.1646
N: 4.4296 -2.3952 -3.7497
C: 3.0943 2.0967 0.8574
O: -0.1879 -1.8341 0.7913
H: 1.5475 1.6441 3.5064
H: 3.5851 0.0786 3.3260
H: -2.0021 2.2471 6.9193
H: 2.1950 -0.7911 -5.7963
O: -1.4586 -0.2737 -0.4609
H: -2.2502 5.1570 5.9846
C: 0.4908 3.7417 6.8230
C: -0.5933 3.8970 -3.3577
H: -0.1321 4.6473 -2.7210
H: 4.0821 -3.8629 -5.2186
H: -0.5440 -3.3062 -0.9308
H: -1.6531 3.7373 -3.1426
H: 0.0097 0.5774 -3.4836
C: 3.2407 -1.6237 -4.0888
C: 4.8390 -2.2263 -2.3691
H: 0.1101 -3.9989 -2.3861
C: -6.2121 1.3990 -1.7411
H: -3.5958 -2.9117 -3.5091
C: 4.6502 2.2979 2.7418
H: 5.7259 -2.7879 -2.0801
H: 6.4178 -3.8657 -3.6537
C: -4.4912 -1.4266 0.2779
H: -0.5971 1.8200 4.2370
H: 5.1313 -1.1796 -2.2480
H: -4.4925 0.1811 -3.9873
H: -1.5637 1.4870 -3.4428
H: 4.3371 -0.4298 1.7749
H: -6.3811 -2.9420 1.9120
H: 1.4090 1.9153 7.5743
C: -1.8022 2.9969 6.1304
H: -2.9473 1.5400 -1.6239
H: 2.8222 -2.1487 -1.5073
N: -0.3927 3.1842 5.8284
H: -5.3308 -0.8786 -2.7992
H: -0.5572 4.2268 -4.4025
N: 3.7324 1.5319 1.9082
H: -3.6296 2.6676 -2.7634
C: -1.3047 -1.8785 -3.2304
C: -5.3693 -2.6806 2.2253
H: 0.1756 4.7278 7.1572
H: -5.5288 -1.1089 0.1395
H: -0.5406 1.5738 -4.8596
O: -3.5094 -4.5028 -2.2151
Cl: -0.2223 -0.5004 0.2664
H: -4.1342 2.6942 -1.0165
C: 1.2597 2.5363 -2.4735
H: 2.3646 -2.1099 -3.6258
C: 0.8340 2.7556 7.9584
O: 3.3606 3.2159 0.4525
O: 1.7477 3.4467 -1.8344
H: -5.0731 -3.4919 2.8908
H: 2.5174 1.3026 0.3504
H: 2.2814 2.1306 5.0756
C: -3.8660 2.0782 -1.8690
H: 3.0218 -2.2651 -6.1737

---

Entry 3:
ORCA calculation (the ωB97M-V functional and the def2-TZVPD basis) on a cluster of 8 separate species, C27H66BBrN9O7P in total at a distorted geometry.

Geometry (Å):
O: 2.7973 -1.1693 -7.7195
H: -3.1321 2.2805 0.2771
H: 2.2309 0.5783 0.5304
C: -2.5750 3.1509 3.2336
H: -3.6293 4.1418 4.7721
H: 2.1877 -5.9164 2.2722
H: 5.7213 -1.5849 -4.3315
H: 5.5395 -2.6324 -5.7483
H: -0.1787 0.0990 -2.1089
H: -3.9356 1.0123 1.2160
N: -2.4442 5.5600 3.8061
N: -5.6077 0.3742 -0.8933
H: 2.3138 4.5979 5.5714
H: 0.7661 0.1864 -9.6324
N: 1.9724 -5.5195 1.3712
C: -6.5490 0.1582 0.1913
H: 3.4626 -8.5678 -3.9509
C: 1.8063 0.3011 -9.3253
C: 3.0571 -1.2550 -4.2615
H: 2.8726 -6.2549 -1.7506
N: 0.6001 1.5389 6.3128
H: 4.4023 -0.3304 -2.8659
H: -8.3313 1.7392 7.0561
O: 1.8260 -1.2792 -4.2997
H: 5.6494 -7.6973 -1.4774
H: -5.6932 4.1011 8.5806
C: -4.4548 1.0865 -0.8741
H: -0.6131 1.0797 -6.6407
H: -4.8309 2.4689 0.7348
H: -1.9124 3.9921 5.1187
P: -0.3070 1.3917 5.0161
Br: 2.9299 2.1606 3.6807
C: -4.0695 1.7522 0.4258
H: 5.1715 -8.6833 -3.5174
N: 0.0658 2.1020 -1.4974
H: -6.2196 0.6598 1.0943
C: -0.5603 1.0877 -2.3384
H: 2.4788 5.0607 3.1740
H: -0.3569 1.3063 -3.3877
C: 0.3646 1.4086 -6.9979
H: 1.9577 0.1230 -1.1588
H: 3.2092 -3.0633 -5.0282
C: 2.3194 -5.6395 -1.0538
H: -7.5393 0.6053 5.9529
H: 0.2604 1.7651 -8.0170
C: 1.4922 0.5427 -0.2662
H: -2.8756 2.1692 3.5842
H: 0.6725 -0.1065 0.0448
H: 5.4918 -3.3299 -4.1126
C: -2.6387 4.1859 4.3303
H: 4.7094 -8.2641 -5.1723
O: 5.0815 -4.8930 -2.6551
C: 1.0915 -4.3683 1.3196
H: -5.9200 4.3728 6.1120
H: 3.0800 0.6973 -3.4406
C: 2.0188 -0.2516 -7.9339
C: 1.4323 4.9476 5.0492
C: -6.6790 2.5432 5.9331
C: 0.9948 1.9405 -0.5342
H: 0.5343 4.5270 5.4929
N: 3.7775 -2.3053 -4.6852
C: -6.6328 3.9155 8.0581
H: 1.3945 6.0216 5.2173
O: -6.3934 2.4753 4.7483
H: 2.6623 -4.6095 -1.1509
C: 3.8062 -0.0552 -3.7366
B: -0.0021 2.6200 3.5404
H: 1.4895 -0.0990 -6.0184
N: -6.3781 3.6559 6.6532
C: 1.3701 3.2372 3.1481
H: -7.1271 3.0697 8.5224
C: 1.5336 4.6925 3.5568
H: -0.2191 3.0612 -1.6223
H: 2.0775 1.3565 -9.3677
H: -0.2700 0.1018 4.4240
H: -5.8071 -0.0435 -1.7889
H: -1.1880 2.2940 1.7836
H: -1.6605 1.5449 5.3816
C: 2.5767 -6.1615 0.3368
C: 5.2203 -2.4658 -4.7174
H: 6.9111 -7.4000 -2.7016
H: 1.2876 2.2701 6.1632
H: -3.3019 3.4252 2.4712
H: -1.6340 5.9801 4.2417
H: 0.7398 5.2348 3.0478
H: 0.6992 2.2374 -6.3708
H: -6.7509 1.0421 7.4753
O: 3.3033 -7.1228 0.5406
H: 1.3765 3.2036 2.0584
H: -1.6366 1.1178 -2.1731
H: -7.2688 4.7954 8.1669
H: -6.6422 -0.9090 0.3976
O: -3.7624 1.1805 -1.8785
C: 4.4521 -8.1404 -4.1193
H: 0.9464 -4.0416 0.2958
H: 3.8180 -6.1196 -4.2623
C: 5.2068 -6.0964 -2.8372
C: 6.1788 -6.9297 -2.0437
H: 1.2578 -5.6980 -1.3006
C: -1.1960 3.0338 2.5869
N: 4.4504 -6.7311 -3.7702
N: 1.3126 0.3151 -6.9238
H: 1.5190 -3.5436 1.8927
H: -0.9040 3.9734 2.1226
H: 2.4374 -0.2504 -10.0148
H: -7.5310 0.5448 -0.0843
O: 1.4034 2.9031 0.1116
H: -2.3162 5.5510 2.8041
H: 6.6981 -6.2806 -1.3466
C: -7.3702 1.4127 6.6578
H: 0.1197 -4.6204 1.7481
H: 4.4577 0.3671 -4.5019

---

Entry 4:
ORCA calculation (the ωB97M-V functional and the def2-TZVPD basis) on a structure of composition C27H68BaNO18P4 at a distorted geometry.

Output
Charge: +1
ΔE to the lowest compared entry with this formula, charge and spin (kJ/mol): 0.00

Geometry (Å):
H: 5.0982 19.0587 0.4954
H: 8.5302 16.4417 0.7298
H: 3.3987 24.1423 8.2788
C: 3.1618 22.7064 6.6901
C: 0.4271 21.3109 4.4205
O: 6.8313 18.3323 1.2561
H: 0.6674 16.7499 5.5596
H: 0.9822 19.7495 0.1530
C: 2.5068 20.5491 1.4279
N: 8.3352 22.7108 4.7931
H: -1.4711 16.9042 1.5783
H: 9.6512 24.1941 4.1756
H: 3.5120 22.9439 2.5803
C: 7.4024 22.5398 5.7716
C: 6.4605 27.2674 2.1855
C: 4.0149 23.5043 7.6448
H: 6.3426 28.3268 2.4139
H: 0.8431 15.2852 0.4110
H: 1.4435 21.5409 4.1000
H: -1.6368 15.8326 6.1618
O: 0.3871 20.5071 8.0747
H: 8.5741 14.1309 -0.0780
H: 4.5169 22.8215 8.3391
P: 5.8096 26.5241 4.6205
O: 5.7927 17.7477 3.5340
H: -1.0974 19.4344 7.1281
O: 0.7396 18.9342 1.9961
H: 10.3869 22.8848 5.1391
P: 6.9282 17.5744 2.6056
H: 3.2622 20.7170 0.6516
C: 7.5860 27.0651 1.2117
O: 0.2911 21.5783 5.8496
H: -0.0141 15.6151 4.3594
H: 9.1564 19.5276 5.2484
H: 5.5083 26.9123 1.7761
H: 2.6123 23.3736 6.0178
H: -1.1071 15.2360 2.0475
H: 7.4547 27.6266 0.2918
H: 8.7226 18.3091 6.4833
H: 4.9336 23.6017 4.3804
H: 7.4752 21.2171 3.6491
H: 8.2844 16.6167 4.6722
O: 6.4397 26.0843 5.8496
C: -0.1246 16.5985 4.8252
H: 0.1338 18.4462 7.9673
C: 8.1955 15.6542 1.4048
H: 0.5192 16.9992 0.1411
C: 4.8230 24.3301 3.5752
H: 2.9877 20.3721 2.3892
C: 5.9449 19.4645 1.0551
H: 2.7359 24.3844 3.2698
H: -0.4655 23.2081 3.8850
C: 4.6965 28.5392 5.8576
H: 7.4890 13.6256 1.2522
O: 7.4268 23.0860 6.8536
C: 0.4098 16.1798 0.8505
H: 6.5872 21.8605 5.4679
C: 3.6497 27.6912 6.5154
H: 7.7508 26.0031 1.0193
C: 3.6095 24.0175 2.7309
O: 5.1895 27.9632 4.6202
O: 4.5848 25.6311 4.1474
H: 7.5112 19.0278 5.5008
H: 8.2779 22.4978 2.7003
O: 6.7963 26.5577 3.3788
H: -1.8964 20.2846 9.3249
H: 4.2594 29.4901 5.5560
H: 4.0729 26.8052 6.9913
C: 8.5435 18.6511 5.4617
H: 9.3816 24.0773 5.9591
H: 2.8403 27.4278 5.8353
H: -2.0373 18.5172 9.1854
C: -1.0137 15.9690 1.2466
H: -0.7367 19.2017 10.1470
O: 8.3383 18.0395 3.1398
H: 6.8927 14.6951 -0.0007
H: 8.5092 27.4085 1.6900
O: -0.0557 17.6215 3.8079
H: 5.9053 21.2478 -0.0679
C: 6.6478 20.5097 0.2411
O: 4.9059 20.7211 4.3925
H: 5.5712 19.8379 2.0059
O: 2.1481 22.0204 7.5039
C: 1.6276 19.4023 0.9580
H: 5.7746 24.3706 3.0418
C: 7.7759 14.4422 0.5903
P: 1.2062 17.7383 2.8933
C: 9.5096 23.5338 5.0300
H: 7.0603 20.0845 -0.6738
H: 9.0423 15.3648 2.0329
H: 3.6933 24.5724 1.7965
C: -0.5680 22.1448 3.6835
H: 9.2361 21.2619 3.5532
H: 3.1729 28.2332 7.3408
C: -1.5059 16.6464 5.4434
H: 3.7521 21.9991 6.1053
H: -1.7291 17.5733 5.9674
O: 2.4710 17.9320 3.6044
O: 2.0435 19.7859 6.2465
Ba: 4.3213 18.5559 5.5204
O: 7.0986 16.0567 2.2281
H: -1.6201 15.6266 0.4068
H: 9.8076 17.3224 4.3560
H: 5.5305 28.7443 6.5263
H: 7.4640 20.9648 0.7991
H: 4.8029 24.0735 7.1560
H: -0.4229 21.9552 2.6115
C: -1.3397 19.3548 9.2536
H: 2.2446 18.5994 0.5446
H: 5.1578 21.0541 3.5258
H: -2.2481 16.4451 4.6687
O: 1.2599 16.4573 2.0008
H: 1.9355 21.4793 1.4526
C: 8.7488 17.5797 4.4292
C: -0.4744 19.3497 8.0233
H: 0.2257 20.2508 4.2823
C: 8.3376 21.8897 3.6088
P: 1.2854 20.8951 6.8663
H: -1.6037 21.8358 3.8359

---

| no. | E_HOMO (Eh) |
| --- | --- |
| 1 | -0.3222 |
| 2 | -0.2261 |
| 3 | -0.2966 |
| 4 | -0.3860 |